108
Properties=species:S:1:pos:R:3:mulliken_charge:R:1 method="wB97M-V/def2-TZVPD" lumo_ev="-1.14 / 0.52" orbital_gap_ev="7.39 / 9.06" spin_multiplicity=5 s2=6.0592
Mn -0.2362 -0.0574 -0.3356 1.031
O -0.0732 1.5186 0.6279 0.122
C 0.5122 2.6456 1.1802 2.233
C 2.0420 2.4404 1.4317 -1.375
C 2.2583 1.2606 2.3200 -0.205
C 2.6091 1.3530 3.6611 -0.639
C 2.7989 0.1794 4.3753 -1.137
C 2.6255 -1.0402 3.7388 -0.453
C 2.2542 -1.0382 2.3988 -0.289
C 1.9847 -2.2602 1.5831 -1.201
C 0.4361 -2.5308 1.5467 1.332
O -0.2305 -1.4479 0.9729 -0.420
C 0.2069 -3.8214 0.7335 0.612
C -0.6073 -4.8607 1.1815 -0.248
C -0.8482 -5.9732 0.3864 -0.731
C -0.2836 -6.0646 -0.8766 -0.743
C 0.5245 -5.0352 -1.3341 -0.633
C 0.7655 -3.9273 -0.5378 -0.624
C -0.0044 -2.7164 3.0017 -0.069
C -0.9355 -1.8595 3.5658 0.339
C -1.2841 -1.9755 4.9052 -0.807
C -0.7186 -2.9670 5.6894 -0.709
C 0.1956 -3.8480 5.1251 -0.989
C 0.5527 -3.7201 3.7933 -0.130
N 2.0741 0.0901 1.7282 0.321
C 0.2807 3.8376 0.2433 -0.304
C 1.2932 4.5515 -0.3823 -0.545
C 0.9892 5.6184 -1.2209 -0.962
C -0.3279 5.9771 -1.4544 -0.723
C -1.3455 5.2789 -0.8170 -0.768
C -1.0372 4.2294 0.0291 -0.259
C -0.0823 2.9635 2.5618 0.190
C -0.5840 1.9260 3.3354 0.739
C -1.0260 2.1582 4.6292 -0.654
C -0.9742 3.4374 5.1606 -0.687
C -0.4765 4.4814 4.3921 -1.008
C -0.0276 4.2461 3.1007 -0.361
H 2.4599 3.3406 1.8817 0.557
H 2.5079 2.2426 0.4629 0.601
H 2.7311 2.3213 4.1295 0.503
H 3.0828 0.2166 5.4194 0.426
H 2.7737 -1.9698 4.2705 0.535
H 2.5111 -3.1349 1.9611 0.795
H 2.2818 -2.0483 0.5554 0.325
H -1.0748 -4.8021 2.1536 0.448
H -1.4925 -6.7617 0.7555 0.386
H -0.4921 -6.9201 -1.5067 0.392
H 0.9564 -5.0877 -2.3259 0.449
H 1.3839 -3.1235 -0.9214 0.083
H -1.3831 -1.1053 2.9341 0.054
H -2.0057 -1.2920 5.3361 0.435
H -0.9974 -3.0679 6.7306 0.391
H 0.6254 -4.6403 5.7254 0.414
H 1.2620 -4.4152 3.3595 0.410
H 2.3323 4.3010 -0.2129 0.389
H 1.7931 6.1755 -1.6862 0.428
H -0.5584 6.8006 -2.1182 0.415
H -2.3803 5.5626 -0.9691 0.432
H -1.8185 3.7072 0.5631 0.704
H -0.6002 0.9338 2.9048 -0.730
H -1.3908 1.3341 5.2304 0.389
H -1.3086 3.6228 6.1737 0.410
H -0.4303 5.4805 4.8074 0.416
H 0.3755 5.0644 2.5168 0.452
C -2.8426 -2.5591 -0.2136 -1.214
C -2.1363 -2.3442 -1.5097 0.302
C -2.4008 -2.9527 -2.7423 -1.454
C -1.6339 -2.2749 -3.6680 0.989
C -1.5211 -2.4987 -5.1382 -1.454
N -0.9471 -1.3181 -3.0138 0.378
N -1.2291 -1.3869 -1.6896 1.090
B -0.3372 -0.0256 -3.6212 -1.161
N 1.1468 0.0205 -3.3091 0.320
N 1.6241 -0.0267 -2.0339 1.046
C 2.9606 -0.0596 -2.1535 0.398
C 3.9468 -0.1189 -1.0413 -1.408
C 3.3254 -0.0378 -3.5068 -1.819
C 2.1461 0.0098 -4.2093 0.974
C 1.9399 0.0483 -5.6876 -1.335
N -1.1114 1.1567 -2.9882 0.365
N -1.4667 1.0977 -1.6872 0.680
C -2.5024 1.9036 -1.4964 0.579
C -3.2755 1.8851 -0.2196 -1.345
C -2.7957 2.5527 -2.7030 -1.479
C -1.8983 2.0490 -3.6245 0.947
C -1.7524 2.3841 -5.0697 -1.497
H -3.9187 -2.4999 -0.3833 0.502
H -2.6147 -3.5352 0.2073 0.137
H -2.5494 -1.7947 0.5015 -0.015
H -3.0661 -3.7794 -2.9261 0.528
H -2.0665 -3.3976 -5.4169 0.439
H -1.9309 -1.6569 -5.6976 0.236
H -0.4769 -2.6197 -5.4287 0.197
H -0.5165 -0.0169 -4.7955 -0.174
H 3.4484 0.0195 -0.0961 0.139
H 4.4550 -1.0859 -1.0377 0.305
H 4.7069 0.6521 -1.1758 0.413
H 4.3286 -0.0532 -3.8986 0.527
H 2.9082 0.0667 -6.1826 0.367
H 1.3845 -0.8242 -6.0336 0.223
H 1.3744 0.9334 -5.9808 0.222
H -4.2153 1.3526 -0.3779 0.365
H -2.7055 1.3644 0.5504 0.072
H -3.5191 2.8888 0.1229 0.440
H -3.5608 3.2904 -2.8774 0.523
H -2.3557 3.2580 -5.3045 0.440
H -0.7100 2.5909 -5.3120 0.229
H -2.0839 1.5583 -5.7018 0.231